(1)
Density functional theory data (ωB97M-V with the def2-TZVPD basis set) for one molecule with the formula C2H7N at a distorted geometry.

Last column: Löwdin charge in e.
Positions of all 10 atoms, in Å:
C 0.871 0.023 0.967  -0.116
C -0.269 0.486 0.028  -0.337
N -0.550 -0.561 -0.981  -0.029
H 0.701 -0.991 1.317  0.062
H 1.803 0.213 0.458  0.058
H 0.813 0.609 1.895  0.062
H -1.162 0.740 0.599  0.093
H 0.058 1.413 -0.444  0.093
H -1.529 -0.835 -0.964  0.056
H -0.376 -0.175 -1.910  0.058

Output
HOMO-LUMO gap: 10.51 eV
SMILES: CCN
spin multiplicity: 1
E_LUMO: 1.20 eV
relative energy (zero: lowest compared OMol25 entry of this formula, charge and spin): 4.2 kcal/mol

---

(2)
Density functional theory data (ωB97M-V with the def2-TZVPD basis set) for C23H16AsErO5 as an isolated structure at a distorted geometry.

Last column: Löwdin spin population.
Positions of all 46 atoms, in Å:
O 0.217 6.224 -3.075  0.000
C 0.203 5.378 -3.836  0.000
Er -0.031 0.429 -3.123  3.032
C -0.088 -1.962 -2.713  -0.001
O -0.178 -3.114 -2.625  0.001
C 0.062 -1.909 -5.651  0.001
O 0.042 -2.033 -6.783  0.000
C 2.055 -0.662 -3.474  -0.004
O 3.080 -1.179 -3.590  0.000
C -2.092 -0.613 -3.666  -0.003
O -3.086 -1.181 -3.824  0.001
H -0.274 2.041 -2.432  -0.012
C -0.677 3.804 2.937  0.000
C 0.077 4.042 1.775  0.000
C 0.264 3.012 0.843  0.000
C -0.280 1.740 1.079  -0.001
C -1.014 1.504 2.252  0.000
C -1.213 2.541 3.177  0.000
As 0.055 0.332 -0.239  -0.007
C 1.617 -0.484 0.610  -0.001
C 2.131 -1.661 0.052  0.000
C 3.327 -2.210 0.528  0.000
C 4.022 -1.566 1.564  0.000
C 3.493 -0.410 2.152  0.000
C 2.284 0.126 1.680  -0.001
C -1.316 -0.915 0.409  -0.001
C -1.009 -2.088 1.110  0.000
C -2.026 -3.021 1.375  0.000
C -3.337 -2.767 0.971  0.000
C -3.655 -1.557 0.327  0.000
C -2.640 -0.633 0.060  0.000
H -0.838 4.619 3.646  0.000
H 0.521 5.022 1.588  0.000
H 0.828 3.190 -0.075  0.000
H -1.441 0.525 2.455  0.000
H -1.794 2.347 4.086  0.000
H 1.597 -2.142 -0.772  0.000
H 3.714 -3.136 0.087  0.000
H 4.973 -1.972 1.911  0.000
H 4.025 0.083 2.975  0.000
H 1.869 1.020 2.146  0.000
H 0.003 -2.290 1.444  0.000
H -1.783 -3.953 1.902  0.000
H -4.130 -3.498 1.154  0.000
H -4.682 -1.329 0.034  0.000
H -2.878 0.307 -0.450  0.000

Output
HOMO-LUMO gap (spin up / spin down): 4.98 / 5.04 eV
spin multiplicity: 4
E_LUMO (spin up / spin down): -9.37 / -9.31 eV
relative energy (zero: lowest compared OMol25 entry of this formula, charge and spin): 25.3 kcal/mol
charge: +2

---

(3)
Density functional theory data (ωB97M-V with the def2-TZVPD basis set) for C42H36BN13O7RuS2 as an isolated structure at a distorted geometry.

Last column: Löwdin spin population.
Positions of all 102 atoms, in Å:
Ru -0.015 0.519 -0.061  0.000
C 1.721 2.345 4.757  0.000
C 0.849 1.491 3.892  0.000
C -0.054 0.531 4.276  0.000
C -0.602 0.000 3.099  0.000
N -0.060 0.643 2.042  0.000
N 0.823 1.539 2.552  0.000
B 1.705 2.417 1.653  0.000
N 2.618 1.539 0.791  0.000
N 2.151 0.619 -0.092  0.000
C 3.236 0.000 -0.597  0.000
C 4.389 0.571 -0.035  0.000
C 3.958 1.533 0.844  0.000
C 4.790 2.429 1.706  0.000
C 3.285 -1.101 -1.593  0.000
C 4.521 -1.480 -2.128  0.000
C 4.620 -2.517 -3.041  0.000
C 3.486 -3.202 -3.455  0.000
C 2.252 -2.837 -2.938  0.000
C 2.159 -1.800 -2.016  0.000
N 0.838 3.323 0.778  0.000
N -0.080 2.850 -0.114  0.000
C -0.674 3.947 -0.638  0.000
C -0.103 5.099 -0.077  0.000
C 0.847 4.667 0.812  0.000
C 1.736 5.492 1.688  0.000
C -1.777 3.997 -1.628  0.000
C -2.180 2.892 -2.360  0.000
C -3.212 2.966 -3.286  0.000
C -3.862 4.171 -3.505  0.000
C -3.466 5.290 -2.787  0.000
C -2.437 5.204 -1.859  0.000
C -1.624 -1.076 3.102  0.000
C -2.210 -1.441 4.317  0.000
C -3.149 -2.458 4.383  0.000
C -3.533 -3.139 3.235  0.000
C -2.959 -2.789 2.023  0.000
C -2.017 -1.769 1.963  0.000
H 1.512 2.121 5.801  0.000
H 1.545 3.408 4.589  0.000
H 2.778 2.148 4.572  0.000
H -0.260 0.232 5.291  0.000
H 2.384 3.098 2.354  0.000
H 5.416 0.305 -0.217  0.000
H 5.841 2.228 1.509  0.000
H 4.603 2.254 2.767  0.000
H 4.596 3.482 1.502  0.000
H 5.428 -0.965 -1.841  0.000
H 5.593 -2.796 -3.426  0.000
H 3.565 -4.013 -4.169  0.000
H 1.355 -3.362 -3.243  0.000
H 1.202 -1.550 -1.582  0.000
H -0.346 6.128 -0.293  0.000
H 1.530 6.546 1.510  0.000
H 2.791 5.310 1.480  0.000
H 1.564 5.283 2.744  0.000
H -1.652 1.986 -2.197  0.000
H -3.504 2.082 -3.847  0.000
H -4.666 4.241 -4.228  0.000
H -3.959 6.241 -2.951  0.000
H -2.158 6.092 -1.304  0.000
H -1.939 -0.928 5.232  0.000
H -3.575 -2.729 5.341  0.000
H -4.261 -3.940 3.290  0.000
H -3.232 -3.321 1.115  0.000
H -1.547 -1.539 1.028  0.000
N 1.563 1.013 -3.329  0.000
C 0.481 0.316 -3.303  0.000
N -0.266 0.270 -2.183  0.002
C -1.361 -0.429 -2.371  0.003
C -1.361 -1.299 -3.608  0.008
S -0.152 -0.514 -4.705  -0.001
C -2.418 -0.286 -1.443  0.001
C -3.699 -0.724 -1.567  0.001
S -4.624 -0.163 -0.256  0.000
C -3.204 0.612 0.427  0.000
N -2.142 0.455 -0.300  0.000
N -3.240 1.295 1.568  0.000
H 1.889 1.432 -2.460  0.000
H 2.156 1.025 -4.145  0.000
H -2.333 -1.427 -4.080  0.000
H -4.142 -1.327 -2.352  0.001
H -4.058 1.301 2.149  0.000
H -2.370 1.650 1.941  0.000
O -0.096 -7.856 0.875  0.002
N -0.709 -7.323 -0.029  0.000
O -1.429 -7.906 -0.823  -0.003
C -0.576 -5.867 -0.184  0.003
C 0.220 -5.163 0.680  0.032
C 0.362 -3.791 0.542  -0.001
C -0.312 -3.059 -0.488  0.022
O -0.436 -1.787 -0.623  0.017
C -1.048 -3.900 -1.406  0.010
C -1.217 -5.246 -1.237  0.041
N -1.694 -3.278 -2.500  0.388
O -2.781 -3.564 -3.027  0.442
O -0.784 -2.527 -3.272  0.031
N 1.217 -3.151 1.539  -0.001
O 1.439 -1.963 1.434  -0.001
O 1.648 -3.840 2.448  -0.002
H 0.727 -5.671 1.483  0.001
H -1.823 -5.821 -1.924  0.002

Output
HOMO-LUMO gap (spin up / spin down): 5.69 / 5.80 eV
spin multiplicity: 2
E_LUMO (spin up / spin down): -4.81 / -4.80 eV
charge: +1

---

(4)
Density functional theory data (ωB97M-V with the def2-TZVPD basis set) for one molecule with the formula C5H10N4 at a distorted geometry.

Last column: Löwdin charge in e.
Positions of all 19 atoms, in Å:
C -1.729 1.623 1.245  -0.040
C -0.899 0.705 0.412  -0.229
C -0.280 -0.343 -1.538  -0.497
C 1.765 -1.386 -0.769  -0.056
C 0.228 -0.006 0.746  -0.252
H -1.758 1.361 2.285  0.069
H -1.442 2.668 1.149  0.075
H -2.733 1.633 0.852  0.068
H -1.835 0.969 -1.446  0.135
H 0.506 -1.231 -2.984  0.010
H 1.471 -2.457 -0.930  0.110
H 2.419 -1.231 0.052  0.066
H 2.187 -0.945 -1.672  0.086
H 0.951 -0.984 2.345  0.061
H 1.068 0.676 2.557  0.120
N -1.246 0.373 -0.926  0.125
N -0.259 -0.594 -2.790  0.104
N 0.557 -0.702 -0.471  -0.059
N 1.027 -0.129 1.884  0.103

Output
HOMO-LUMO gap: 7.69 eV
SMILES: [H]/N=c1/[nH]c(C)c(N)n1C
spin multiplicity: 1
E_LUMO: 0.71 eV
relative energy (zero: lowest compared OMol25 entry of this formula, charge and spin): 16.8 kcal/mol

---

Please write out number 2 again, unchanged.
Density functional theory data (ωB97M-V with the def2-TZVPD basis set) for C23H16AsErO5 as an isolated structure at a distorted geometry.

Last column: Löwdin spin population.
Positions of all 46 atoms, in Å:
O 0.217 6.224 -3.075  0.000
C 0.203 5.378 -3.836  0.000
Er -0.031 0.429 -3.123  3.032
C -0.088 -1.962 -2.713  -0.001
O -0.178 -3.114 -2.625  0.001
C 0.062 -1.909 -5.651  0.001
O 0.042 -2.033 -6.783  0.000
C 2.055 -0.662 -3.474  -0.004
O 3.080 -1.179 -3.590  0.000
C -2.092 -0.613 -3.666  -0.003
O -3.086 -1.181 -3.824  0.001
H -0.274 2.041 -2.432  -0.012
C -0.677 3.804 2.937  0.000
C 0.077 4.042 1.775  0.000
C 0.264 3.012 0.843  0.000
C -0.280 1.740 1.079  -0.001
C -1.014 1.504 2.252  0.000
C -1.213 2.541 3.177  0.000
As 0.055 0.332 -0.239  -0.007
C 1.617 -0.484 0.610  -0.001
C 2.131 -1.661 0.052  0.000
C 3.327 -2.210 0.528  0.000
C 4.022 -1.566 1.564  0.000
C 3.493 -0.410 2.152  0.000
C 2.284 0.126 1.680  -0.001
C -1.316 -0.915 0.409  -0.001
C -1.009 -2.088 1.110  0.000
C -2.026 -3.021 1.375  0.000
C -3.337 -2.767 0.971  0.000
C -3.655 -1.557 0.327  0.000
C -2.640 -0.633 0.060  0.000
H -0.838 4.619 3.646  0.000
H 0.521 5.022 1.588  0.000
H 0.828 3.190 -0.075  0.000
H -1.441 0.525 2.455  0.000
H -1.794 2.347 4.086  0.000
H 1.597 -2.142 -0.772  0.000
H 3.714 -3.136 0.087  0.000
H 4.973 -1.972 1.911  0.000
H 4.025 0.083 2.975  0.000
H 1.869 1.020 2.146  0.000
H 0.003 -2.290 1.444  0.000
H -1.783 -3.953 1.902  0.000
H -4.130 -3.498 1.154  0.000
H -4.682 -1.329 0.034  0.000
H -2.878 0.307 -0.450  0.000

Output
HOMO-LUMO gap (spin up / spin down): 4.98 / 5.04 eV
spin multiplicity: 4
E_LUMO (spin up / spin down): -9.37 / -9.31 eV
relative energy (zero: lowest compared OMol25 entry of this formula, charge and spin): 25.3 kcal/mol
charge: +2

---

What did the fourth record say?
Density functional theory data (ωB97M-V with the def2-TZVPD basis set) for one molecule with the formula C5H10N4 at a distorted geometry.

Last column: Löwdin charge in e.
Positions of all 19 atoms, in Å:
C -1.729 1.623 1.245  -0.040
C -0.899 0.705 0.412  -0.229
C -0.280 -0.343 -1.538  -0.497
C 1.765 -1.386 -0.769  -0.056
C 0.228 -0.006 0.746  -0.252
H -1.758 1.361 2.285  0.069
H -1.442 2.668 1.149  0.075
H -2.733 1.633 0.852  0.068
H -1.835 0.969 -1.446  0.135
H 0.506 -1.231 -2.984  0.010
H 1.471 -2.457 -0.930  0.110
H 2.419 -1.231 0.052  0.066
H 2.187 -0.945 -1.672  0.086
H 0.951 -0.984 2.345  0.061
H 1.068 0.676 2.557  0.120
N -1.246 0.373 -0.926  0.125
N -0.259 -0.594 -2.790  0.104
N 0.557 -0.702 -0.471  -0.059
N 1.027 -0.129 1.884  0.103

Output
HOMO-LUMO gap: 7.69 eV
SMILES: [H]/N=c1/[nH]c(C)c(N)n1C
spin multiplicity: 1
E_LUMO: 0.71 eV
relative energy (zero: lowest compared OMol25 entry of this formula, charge and spin): 16.8 kcal/mol